Below is a structure of composition C8H12N3 at a distorted geometry, with properties calculated with ωB97M-V/def2-TZVPD.

Structure (XYZ):
```
23
Properties=species:S:1:pos:R:3:forces:R:3
C 2.642156 -2.458835 -0.650790 3.040 -0.791 -2.061
C 2.753833 -1.098440 -0.535649 -1.898 2.148 1.759
C 0.447949 -2.387876 -0.251137 -1.030 -1.338 0.813
C 0.441706 -1.006020 -0.333232 1.693 -0.622 -0.034
C -1.872425 -0.638700 -0.646627 -1.708 -0.438 -0.163
C -0.914004 1.374735 1.768281 -0.228 1.717 -1.689
C -1.208814 2.460392 -0.518769 1.714 2.046 0.644
C -0.465255 1.478096 0.330845 -2.145 -2.629 -0.479
N 1.541462 -3.120893 -0.488015 -1.403 0.177 0.461
N 1.623882 -0.383871 -0.340310 0.129 0.184 -0.789
N -0.752305 -0.233413 -0.294582 2.406 1.682 0.862
H 3.561255 -2.956243 -1.053255 -0.964 -0.156 0.834
H 3.675079 -0.536638 -0.359227 -0.164 -0.410 -0.588
H -0.405740 -2.949373 0.180832 0.311 0.383 -0.770
H -2.655542 0.033365 -0.397269 -0.953 0.574 -0.178
H -2.178537 -1.578587 -1.113919 0.737 0.006 0.133
H -0.324861 0.709214 2.275543 1.474 -1.778 1.373
H -0.671541 2.360305 2.155039 -0.331 0.252 0.433
H -1.955276 1.125819 1.912883 -0.323 0.218 -0.155
H -2.072951 2.755790 0.112807 -0.416 -0.406 -1.524
H -1.232675 2.296383 -1.671443 -0.280 0.392 2.365
H -0.537600 3.416328 -0.260567 -1.120 -1.691 -1.108
H 0.560204 1.338462 0.178561 1.459 0.479 -0.139
```
Positions in Å, forces in eV/Å.

Values from the calculation:
Charge ... +1
Maximum force ... 3.76 eV Å⁻¹
Energy above the lowest of the compared OMol25 structures with the same formula, charge and spin ... 3.127 eV
E_HOMO ... -0.503 Ha
Kohn-Sham gap ... 9.11 eV